Entry 1:
The following is a DFT calculation (ωB97M-V/def2-TZVPD) of the molecule C21H32N6O.

- energy relative to the best compared isomer or geometry (same formula, charge and spin) (kJ/mol) = 18.3
- HOMO-LUMO gap (eV) = 8.9
- SMILES = CC(C)n1cc(CN2CCC(n3nccc3NC(=O)C3CCCC3)CC2)cn1

ORCA input file:
```
! RIJCOSX wB97M-V def2-TZVPD def2/J DEFGRID3
* xyz 0 1
C -6.3784 -0.4837 -0.4854
H -7.4318 -0.5423 -0.2258
H -6.2641 0.2120 -1.3132
H -6.0441 -1.4666 -0.8087
C -5.5685 -0.0197 0.7240
N -4.1554 -0.0483 0.4277
C -3.4880 0.6428 -0.5162
C -2.1568 0.2920 -0.4157
C -2.1328 -0.6305 0.6422
N -3.3419 -0.8246 1.1341
H -1.2912 -1.1524 1.0539
C -1.0099 0.8003 -1.2212
N -0.7291 2.1990 -0.9070
C -0.4317 2.4504 0.4874
C 0.9383 1.9126 0.9269
H 1.1169 2.1585 1.9755
H 0.9330 0.8289 0.8236
C 2.0224 2.5273 0.0452
N 3.3552 2.0675 0.3817
C 3.8370 0.8475 0.7255
C 5.2000 0.9866 0.9089
C 5.4520 2.3329 0.6371
N 4.3377 2.9617 0.3229
H 6.3853 2.8589 0.6601
H 5.8956 0.2237 1.1928
N 3.0615 -0.3060 0.9282
C 2.5008 -1.0607 -0.0616
O 2.4991 -0.7270 -1.2240
C 1.8719 -2.3445 0.4663
H 1.3190 -2.0999 1.3782
C 0.9632 -2.9993 -0.5885
H 1.1224 -2.4903 -1.5413
C 1.4270 -4.4518 -0.6933
C 2.9203 -4.3584 -0.4021
H 3.4376 -3.9330 -1.2630
C 2.9772 -3.3827 0.7708
H 2.7444 -3.9074 1.6992
H 3.9607 -2.9231 0.8757
H 3.3706 -5.3208 -0.1628
H 0.9380 -5.0623 0.0684
H 1.2135 -4.8828 -1.6696
H -0.0916 -2.9181 -0.3301
H 3.1326 -0.7201 1.8471
C 1.7147 2.2910 -1.4364
C 0.2948 2.7807 -1.7512
H 0.2488 3.8663 -1.6099
H 0.0511 2.5635 -2.7934
H 1.8113 1.2305 -1.6684
H 2.4361 2.8362 -2.0464
H 2.0573 3.6097 0.2238
H -0.4621 3.5347 0.6364
H -1.2175 2.0003 1.0978
H -0.1450 0.1381 -1.0658
H -1.2697 0.7661 -2.2842
H -3.9720 1.3254 -1.1834
C -5.9879 1.3772 1.1796
H -5.8600 2.0970 0.3747
H -5.3850 1.6941 2.0272
H -7.0327 1.3724 1.4779
H -5.6997 -0.7294 1.5479
*
```


Entry 2:
The following is a DFT calculation (ωB97M-V/def2-TZVPD) of a cluster of 2 separate species, C9H14 in total at a distorted geometry.

- energy relative to the best compared isomer or geometry (same formula, charge and spin) (kJ/mol) = 74.0
- HOMO-LUMO gap (eV) = 10.1
- SMILES = Cc1ccccc1.CC

ORCA input file:
```
! RIJCOSX wB97M-V def2-TZVPD def2/J DEFGRID3
* xyz 0 1
C 0.5516 0.2751 -3.0159
C 0.9308 -0.7962 -4.0258
H 0.4597 1.2854 -3.4079
H -0.5223 0.1739 -2.8053
H 1.1168 0.1386 -2.1027
H 1.0668 -1.7830 -3.5648
H 1.8909 -0.5927 -4.4994
H 0.1579 -0.9794 -4.7699
C 1.8291 0.3256 2.1489
C -0.2695 -0.1884 0.6743
C 0.3198 0.1758 1.8813
C -1.6186 -0.4141 0.6413
C -0.4391 0.5657 2.9688
C -2.4596 -0.0473 1.7234
C -1.8466 0.4865 2.8433
H 0.3126 -0.4276 -0.1976
H -2.0820 -0.7993 -0.2557
H 2.4234 0.1898 1.2361
H 2.1393 -0.4974 2.7900
H 0.0254 1.0165 3.8325
H -3.5315 -0.1200 1.7763
H -2.4723 0.6553 3.7143
H 2.0174 1.3570 2.4144
*
```


Entry 3:
The following is a DFT calculation (ωB97M-V/def2-TZVPD) of the molecule CH3NOSi at a distorted geometry.

- energy relative to the best compared isomer or geometry (same formula, charge and spin) (kJ/mol) = 0.1
- HOMO-LUMO gap (eV) = 12.1
- SMILES = N#C[SiH2]O

ORCA input file:
```
! RIJCOSX wB97M-V def2-TZVPD def2/J DEFGRID3
* xyz 0 1
C -0.3466 0.3114 -1.3246
N -0.6994 0.4313 -2.4121
O 0.3808 -1.2790 0.6216
Si 0.2857 0.3275 0.4205
H -0.2435 -1.7865 1.0892
H -0.9301 0.7850 1.1705
H 1.5531 1.2105 0.4350
*
```


Entry 4:
The following is a DFT calculation (ωB97M-V/def2-TZVPD) of a structure of composition C52H34CdN14OS at a distorted geometry.

- energy relative to the best compared isomer or geometry (same formula, charge and spin) (kJ/mol) = 46.1
- HOMO-LUMO gap (eV) = 4.6

ORCA input file:
```
! RIJCOSX wB97M-V def2-TZVPD def2/J DEFGRID3
* xyz -2 1
Cd -1.1558 0.2924 0.8447
C 5.0967 -2.2979 -0.8491
C 5.3714 -1.0362 -0.1559
C 4.2838 -0.3539 0.3225
C 2.9227 -0.8688 0.3563
C 1.9336 -0.5097 1.2409
N 2.1922 0.6868 1.9549
C 1.2951 1.4106 2.5204
C 1.7560 2.7227 3.0390
C 2.9987 3.3489 3.0899
C 3.0178 4.7760 3.2201
C 1.7968 5.4307 3.3836
C 0.5849 4.7942 3.3335
C 0.6086 3.4218 3.2841
C -0.5305 2.4692 3.1572
N -1.7779 2.9340 3.3318
C -2.7610 2.0765 3.1023
N -2.8046 0.9209 2.5397
C -4.0988 0.4162 2.3474
N -4.4842 -0.6654 1.8290
C -3.5678 -1.6251 1.3257
N -2.2476 -1.5768 1.2323
C -1.7612 -2.7557 0.8464
N -0.4603 -3.0661 0.4839
C 0.6198 -2.3427 0.8160
N 0.6925 -1.1492 1.2472
C 2.6635 -2.0737 -0.5045
C 3.8799 -2.7876 -1.0403
C -2.8092 -3.6783 0.6408
C -2.9128 -5.0066 0.2370
C -4.2145 -5.5207 0.1453
C -5.3899 -4.8032 0.4310
C -5.3122 -3.4829 0.8652
C -4.0215 -2.9097 0.9344
C -5.0511 1.3942 3.0080
C -6.3884 1.5370 3.0660
C -6.9588 2.6778 3.5528
C -6.1261 3.7146 3.9974
C -4.7564 3.5728 3.9332
C -4.2254 2.4327 3.3306
N -0.0586 1.3199 2.6301
H 5.9053 -2.8677 -1.2709
H 6.3309 -0.5414 -0.1606
H 4.4193 0.6299 0.7609
H 3.8788 2.7546 2.8884
H 3.9526 5.4179 3.1528
H 1.8265 6.5267 3.4376
H -0.3974 5.1721 3.3876
H 3.6831 -3.7304 -1.5851
H -1.9991 -5.5167 -0.0041
H -4.4051 -6.5259 -0.2824
H -6.3936 -5.2740 0.2838
H -6.1096 -2.8359 1.0814
H -6.9988 0.6686 2.7224
H -8.0079 2.6262 3.8775
H -6.5154 4.5209 4.6007
H -4.0570 4.3633 4.2761
C 6.1759 2.9684 -3.6454
C 5.0215 2.0281 -3.2794
C 5.2485 0.6312 -3.3175
C 4.2843 -0.2996 -3.1029
C 2.9791 0.1129 -2.7592
N 1.9526 -0.7908 -2.5898
C 1.6594 -1.6730 -1.7094
C 1.8890 -3.0510 0.4098
C 1.7103 -4.4264 -0.1974
C 0.7019 -4.6400 -1.0099
C 0.3644 -5.8804 -1.8400
C -0.2410 -3.4492 -0.9948
C 0.3852 -2.3166 -1.7843
N -0.5972 -1.4106 -2.3379
C -0.9985 -1.3028 -3.5782
C -2.0062 -0.3148 -3.6405
C -2.1801 0.0309 -2.3006
N -1.3289 -0.6123 -1.5090
C 2.6994 1.4841 -2.6910
C 3.7649 2.4686 -2.8589
N 1.3720 2.0057 -2.3354
C 0.4862 2.5132 -3.2113
C -0.6408 2.8447 -2.4956
C -0.3337 2.5392 -1.2013
N 0.8820 1.9597 -1.0833
H 6.5552 3.5557 -2.7558
H 5.8276 3.8059 -4.2746
H 6.9995 2.3265 -3.9883
H 6.2554 0.2285 -3.5695
H 4.5545 -1.3510 -3.1582
H 2.5471 -3.2230 1.3036
H 2.4568 -5.1692 0.0907
H 1.3167 -6.3966 -2.1305
H -0.1189 -5.6007 -2.7761
H -0.2913 -6.5576 -1.2850
H -1.2144 -3.7133 -1.3930
H -0.4548 -1.9507 -4.2862
H -2.5512 0.0468 -4.5213
H -2.8461 0.7788 -1.8699
H 3.6083 3.5264 -2.6081
H 0.7721 2.5118 -4.2405
H -1.5420 3.3712 -2.7661
H -0.8228 3.2259 0.6607
O -3.0892 4.2826 -1.1800
S -2.9377 3.0228 -0.3291
N -1.2264 2.6317 -0.0963
*
```


Entry 5:
The following is a DFT calculation (ωB97M-V/def2-TZVPD) of a structure of composition C21H33IN6O2PtS2SeSi at a distorted geometry.

- HOMO-LUMO gap (spin up / spin down) (eV) = 5.6 / 5.4

ORCA input file:
```
! RIJCOSX wB97M-V def2-TZVPD def2/J DEFGRID3
* xyz 0 1
Pt -0.2826 -0.0080 0.4110
N 2.1534 0.3662 0.1226
C 3.0293 1.1593 0.9822
C 2.9492 2.6486 0.6212
C 1.9097 3.4547 1.4143
C 0.6153 2.7051 1.7217
N -0.0410 2.1886 0.5065
H 2.1913 -0.6152 0.4353
H 2.4971 0.3922 -0.8341
H 4.0721 0.8206 0.8991
H 2.7233 0.9897 2.0164
H 2.7466 2.7214 -0.4518
H 3.9237 3.1093 0.7903
H 1.6806 4.3709 0.8635
H 2.3557 3.7523 2.3630
H -0.0683 3.3726 2.2513
H 0.8311 1.8650 2.3864
H 0.5874 2.3246 -0.2836
H -0.8956 2.7040 0.3066
I -2.8931 1.5170 2.3520
C -3.3255 0.4174 0.5946
C -4.5723 -0.1357 0.4353
C -4.8707 -0.7323 -0.7857
C -3.9031 -0.6957 -1.7866
C -2.6823 -0.1163 -1.5249
N -2.3649 0.4274 -0.3350
H -5.3071 -0.0841 1.2229
H -5.8368 -1.1817 -0.9469
H -4.1106 -1.0923 -2.7671
H -1.9104 -0.0608 -2.2819
C -0.4323 1.3903 5.4575
Si 0.3014 -0.3551 5.1495
C 2.1466 -0.4450 5.6283
C -0.6719 -1.6638 6.1414
Se 0.1021 -0.9830 2.9448
H -0.2325 1.7396 6.4632
H -1.5096 1.3738 5.3242
H -0.0349 2.1199 4.7608
H 2.2729 -0.5619 6.7011
H 2.6921 0.4421 5.3183
H 2.6109 -1.2958 5.1370
H -0.6279 -1.4726 7.2080
H -0.2617 -2.6510 5.9546
H -1.7150 -1.6843 5.8447
N 5.7344 -5.6713 -3.1638
C 5.0435 -5.1115 -2.1171
C 4.7372 -3.7470 -2.1180
C 4.1168 -3.1710 -1.0285
C 3.7831 -3.9452 0.0662
C 4.0823 -5.2934 0.0868
C 4.7096 -5.8790 -0.9959
S 3.0012 -3.1857 1.4875
O 3.9352 -2.2501 2.0526
O 2.4767 -4.2187 2.3426
N 1.8097 -2.2725 0.8527
C 0.7227 -2.8033 0.3808
S 0.5027 -4.5350 0.1729
C -1.0628 -4.2076 -0.5092
C -1.3187 -2.8847 -0.5140
N -0.3221 -2.0934 -0.0300
H 5.7505 -5.1756 -4.0370
H 5.7475 -6.6747 -3.2329
H 4.9965 -3.1478 -2.9817
H 3.8899 -2.1157 -1.0152
H 3.8159 -5.8656 0.9598
H 4.9457 -6.9329 -0.9807
H -1.6851 -5.0044 -0.8558
H -2.2299 -2.4382 -0.8761
*
```


Entry 6:
The following is a DFT calculation (ωB97M-V/def2-TZVPD) of the molecule C5H10 at a distorted geometry.

- energy relative to the best compared isomer or geometry (same formula, charge and spin) (kJ/mol) = 22.4
- HOMO-LUMO gap (eV) = 12.1
- SMILES = C1CCCC1

ORCA input file:
```
! RIJCOSX wB97M-V def2-TZVPD def2/J DEFGRID3
* xyz 0 1
C -0.9668 -0.7145 0.3516
C 0.3993 -0.7377 0.9585
C -0.7530 -0.0830 -1.0301
C 1.0464 0.5249 0.4524
C 0.2580 0.9829 -0.7657
H -1.6168 -0.0342 0.9312
H -1.3841 -1.7463 0.3266
H 0.9700 -1.5692 0.5429
H 0.3716 -0.8548 2.0246
H -1.7116 0.3280 -1.4425
H -0.3506 -0.8154 -1.7365
H 0.9687 1.3142 1.2432
H 2.1187 0.3955 0.2347
H 0.9480 1.1110 -1.5964
H -0.2978 1.8987 -0.4946
*
```


Entry 7:
The following is a DFT calculation (ωB97M-V/def2-TZVPD) of a structure of composition C28H29N6PtS at a distorted geometry.

- energy relative to the best compared isomer or geometry (same formula, charge and spin) (kJ/mol) = 0.0
- HOMO-LUMO gap (eV) = 7.9

ORCA input file:
```
! RIJCOSX wB97M-V def2-TZVPD def2/J DEFGRID3
* xyz 1 1
Pt -1.0648 -1.1144 -0.1972
C -0.0628 1.3055 1.2345
C -1.2368 1.0812 2.1793
C -2.5528 0.8550 1.4862
C -3.7372 1.2518 2.0828
C -4.9210 1.1641 1.3736
C -4.8878 0.7284 0.0575
C -3.6875 0.3128 -0.4678
N -2.5347 0.3434 0.2369
N 0.4640 0.0320 0.6954
C 1.2488 -0.6292 1.7965
C 0.5101 -1.6723 2.6061
C 0.7226 -1.7908 3.9698
C 0.0947 -2.8326 4.6427
C -0.7251 -3.7050 3.9398
C -0.8924 -3.4990 2.5827
N -0.2824 -2.5117 1.9338
C 1.3726 0.1967 -0.5141
C 1.6852 -1.2497 -0.8801
C 2.9539 -1.7803 -0.9886
C 3.1001 -3.1274 -1.2900
C 1.9676 -3.9140 -1.4581
C 0.7288 -3.3428 -1.2795
N 0.5855 -2.0402 -0.9974
H 0.7433 1.8191 1.7663
H -0.3581 1.9368 0.4041
H -1.3372 1.9892 2.7788
H -1.0367 0.2787 2.8931
H -3.7175 1.6418 3.0899
H -5.8544 1.4572 1.8321
H -5.7799 0.6791 -0.5470
H -3.6146 -0.0687 -1.4743
H 1.6105 0.1503 2.4698
H 2.1358 -1.0953 1.3631
H 1.3608 -1.0946 4.4957
H 0.2374 -2.9536 5.7064
H -1.2336 -4.5174 4.4354
H -1.5532 -4.1258 1.9959
H 2.2819 0.7358 -0.2185
H -0.2877 0.9601 -1.4849
H 3.8149 -1.1456 -0.8425
H 4.0857 -3.5585 -1.3836
H 2.0374 -4.9649 -1.6932
H -0.1849 -3.9160 -1.3479
S -2.6452 -2.4830 -1.1222
C -3.5796 -2.5369 0.2915
N -4.1074 -2.4762 1.3160
C 3.1613 0.6499 -3.1573
C 2.4925 1.9613 -2.8910
C 3.0452 3.1086 -3.4490
C 2.4011 4.3272 -3.3707
C 1.1644 4.3999 -2.7522
C 0.5913 3.2895 -2.1479
C -0.7723 3.4542 -1.5345
C 1.2897 2.0662 -2.1747
N 0.7182 0.9114 -1.5846
H 3.6969 0.6994 -4.1035
H 2.4330 -0.1571 -3.2220
H 3.8935 0.3911 -2.3932
H 3.9778 3.0250 -3.9904
H 2.8359 5.2061 -3.8256
H 0.6238 5.3364 -2.7374
H -1.2642 4.3206 -1.9710
H -0.7212 3.6365 -0.4597
H -1.4329 2.6009 -1.7044
*
```


Entry 8:
The following is a DFT calculation (ωB97M-V/def2-TZVPD) of a structure of composition C6H8O2 at a distorted geometry.

- energy relative to the best compared isomer or geometry (same formula, charge and spin) (kJ/mol) = 814.7
- HOMO-LUMO gap (eV) = 10.5

ORCA input file:
```
! RIJCOSX wB97M-V def2-TZVPD def2/J DEFGRID3
* xyz 0 1
C -0.1773 -0.5127 -0.5155
C -1.0390 0.4692 1.1961
C -0.6898 0.8716 -0.2769
C 2.2694 0.3898 -0.1733
C 1.4074 -0.6078 -0.0869
C -1.5126 -0.6801 0.4149
H -1.5123 -1.2386 -1.5353
H -0.0566 0.7076 1.9050
H -1.6849 1.0402 1.7057
H -0.1565 1.6588 -0.7911
H 2.3522 1.5826 -0.7943
H 3.4193 0.3034 0.0734
H 1.6461 -1.7046 0.3820
H -1.8326 -1.6289 0.7308
O -0.3495 -1.1211 -1.7272
O -2.0832 0.4706 -0.5071
*
```